No. 1
The following is a DFT calculation (ωB97M-V/def2-TZVPD) of the molecule C2H2F3P at a distorted geometry.

* ΔE to the lowest compared entry with this formula, charge and spin: 74.2 kJ/mol
* total energy: -19545.683 eV
* multiplicity: 1
* maximum force: 1.92 eV/Å
* Kohn-Sham gap: 10.77 eV
* net charge: 0
* SMILES: F[C@@H]1PC1(F)F
* HOMO: -10.2 eV

Structure (XYZ):
```
8
Properties=species:S:1:pos:R:3:forces:R:3:nbo_charge:R:1
C 0.75618 0.05353 -0.01539 -0.34 0.13 -0.09 0.45
C -0.55880 -0.35168 0.55989 0.46 1.52 -1.08 0.03
F 1.71282 0.33208 0.89523 -0.05 0.06 0.21 -0.33
P -0.43249 1.46700 -0.39833 0.22 -1.29 1.25 0.29
H -0.68671 -0.38563 1.63328 0.04 0.19 0.04 0.21
F -1.27999 -1.27822 -0.09324 0.02 -0.29 -0.09 -0.32
H -0.82310 0.83886 -1.58701 -0.08 -0.23 -0.21 -0.01
F 1.31210 -0.67594 -0.99444 -0.27 -0.09 -0.03 -0.31
```
Positions in Å, forces in eV/Å.



No. 2
The following is a DFT calculation (ωB97M-V/def2-TZVPD) of a 10-piece molecular cluster, C4H28NO11 overall at a distorted geometry.

* ΔE to the lowest compared entry with this formula, charge and spin: 261.3 kJ/mol
* total energy: -28614.055 eV
* multiplicity: 1
* maximum force: 7.29 eV/Å
* Kohn-Sham gap: 8.91 eV
* net charge: -1
* HOMO: -6.1 eV

Structure (XYZ):
```
44
Properties=species:S:1:pos:R:3:forces:R:3:nbo_charge:R:1
O -0.59511 -0.37694 -3.70991 -0.40 -0.07 -0.27 -1.01
H 1.21532 2.36094 2.31661 0.03 2.44 -0.03 0.17
H -1.20506 1.96707 2.12729 0.60 0.00 -1.13 0.20
H 2.49062 -2.18776 -0.51073 -1.21 2.01 1.59 0.45
H -0.00952 -2.12565 3.04396 1.95 0.43 -1.57 0.47
O 1.96097 -1.45508 -0.01928 1.21 -2.34 -1.28 -1.08
H 0.76878 -2.98024 -1.79162 2.23 -0.25 0.10 0.45
C 1.54678 1.40424 2.52075 2.41 -3.49 -0.12 -0.08
H -0.62085 -1.33969 -3.48752 -0.11 1.35 0.47 0.51
H 0.65927 -0.51407 2.80278 -0.57 1.12 -0.66 0.20
H 2.03256 1.94815 -0.62167 -0.06 0.15 -0.21 0.49
O -0.64698 3.07311 -2.27104 1.96 1.47 2.53 -0.93
O -3.92297 1.24208 1.33854 -0.22 -1.93 1.77 -0.96
O 1.84133 1.88603 -1.57852 0.42 0.43 0.83 -0.97
H -3.30350 0.47116 1.34405 -0.50 0.71 -0.05 0.49
O -1.39690 0.96035 -1.23244 -0.83 -0.63 -0.78 -0.80
H 2.38775 1.18185 3.22822 -1.54 1.45 1.01 0.18
O -0.75958 -2.28424 3.54858 -2.20 -0.67 2.12 -0.94
H 1.30255 -0.31232 -3.56241 -0.69 -0.20 0.54 0.51
H 2.02352 -1.40946 -2.62913 -0.51 0.61 0.40 0.47
H 2.05377 -0.07616 1.27473 1.03 2.31 -0.26 0.51
C 0.33748 0.56761 2.81749 0.40 -0.82 3.09 -0.45
H -0.38427 -2.79821 -0.89098 -1.33 0.45 6.29 0.49
C -0.98885 0.89014 2.13449 -1.28 -2.04 0.89 -0.25
O -0.13925 -2.86223 -1.73029 -1.17 -0.41 -7.18 -0.96
H -0.22492 2.22766 -2.36730 -0.15 -1.07 -1.22 0.48
H -3.64637 1.67289 0.56973 0.62 1.31 -1.93 0.46
O -0.12189 -2.46367 0.79568 -0.14 0.31 0.23 -1.17
H -1.40367 -2.60780 2.91692 -0.06 0.02 -0.23 0.48
H -1.02169 0.18851 -3.02817 0.22 -1.01 0.02 0.50
H -0.10712 3.16108 -1.39621 -1.68 0.88 -1.98 0.45
O 1.92222 -1.04314 -3.50600 1.59 -0.58 -0.88 -0.99
N -1.17770 0.08732 0.88894 1.04 -1.41 2.00 -0.76
H -1.89998 0.62109 2.71001 1.05 -0.37 0.66 0.21
H 0.41106 0.16435 -0.62858 -1.36 0.01 0.99 0.19
H -0.85658 -1.04300 1.04140 -0.61 3.14 -0.39 0.46
H 0.29063 0.67119 3.95672 -0.67 0.14 -1.19 0.22
H 0.17140 -3.14698 1.38679 -0.03 -0.61 0.31 0.45
H 2.08967 0.97323 -1.69557 0.16 -0.76 -0.53 0.48
C -0.47166 0.70120 -0.14231 0.38 -0.98 -3.28 0.07
H 1.05067 -1.96555 0.35060 0.41 0.46 -0.33 0.50
H -0.07387 1.68511 0.03289 0.03 0.46 0.95 0.14
H -2.25793 0.51272 -1.12901 0.93 -0.03 0.56 0.48
O 2.32931 0.91242 1.41860 -1.36 -2.00 -1.85 -0.80
```
Positions in Å, forces in eV/Å.



No. 3
The following is a DFT calculation (ωB97M-V/def2-TZVPD) of C31H31BrHfN3O2 as an isolated structure at a distorted geometry.

* ΔE to the lowest compared entry with this formula, charge and spin: 99.7 kJ/mol
* total energy: -112562.244 eV
* multiplicity: 1
* maximum force: 2.52 eV/Å
* Kohn-Sham gap: 7.45 eV
* net charge: +1
* HOMO: -10.6 eV

Structure (XYZ):
```
69
Properties=species:S:1:pos:R:3:forces:R:3:nbo_charge:R:1
H -1.29268 3.82661 -0.12292 -0.16 -0.07 0.04 0.23
H -1.33449 0.94888 4.09922 0.02 0.03 -0.19 0.20
H 2.62949 3.69711 1.39490 0.03 0.07 -0.03 0.23
C -0.24706 -3.20257 3.09448 0.02 0.12 0.01 -0.20
H 2.23457 1.41249 -4.39019 0.06 0.21 0.00 0.24
C -0.84825 1.19109 3.14552 -0.47 0.01 0.21 0.25
H -2.34842 -0.73500 -2.36468 0.22 0.05 -0.01 0.18
C 3.39258 -1.72386 -4.59764 -0.04 0.32 -0.13 -0.18
H 1.47538 -3.79712 -0.18076 -0.04 -0.06 0.00 0.22
H -1.69418 3.13533 -2.15035 -0.11 -0.04 0.12 0.22
C -2.65078 0.09256 2.05540 -0.95 -0.15 0.10 -0.23
C 2.35784 0.37322 -4.13647 -0.25 0.31 0.73 -0.24
C 2.99381 -0.49191 -5.03634 0.23 -0.38 0.03 -0.21
H -2.52574 -0.86551 1.53017 -0.07 0.06 0.17 0.23
O 1.04116 -0.35279 1.22122 1.97 -0.94 1.03 -0.85
H -0.63850 -2.52128 -1.57821 0.07 0.25 0.30 0.22
H 0.89228 -1.45446 3.58962 0.09 0.10 0.09 0.22
H -3.07510 3.81617 -0.13698 0.05 -0.14 0.00 0.20
C -1.37850 1.15645 -2.84230 -0.09 -0.30 0.06 -0.42
C 3.00356 -3.92889 -1.65604 0.17 -0.03 -0.39 -0.20
C 0.39063 -2.00890 2.81075 0.06 0.27 -0.20 -0.21
C 2.15380 3.27979 2.27098 -0.34 -0.19 -0.28 -0.26
H 3.40372 -4.83347 -1.22652 0.06 -0.13 -0.05 0.23
H 2.42695 3.14275 5.63853 0.03 -0.03 0.09 0.23
H -4.65431 0.44301 1.37081 0.04 0.04 -0.03 0.24
C 2.07428 -1.44565 -2.53376 0.16 -0.23 -0.03 -0.15
H -0.35438 1.50025 -2.96956 -0.04 0.00 -0.08 0.21
N -0.63036 -0.49454 -1.15024 -0.99 -1.07 -2.06 -0.94
H -2.16894 3.15844 1.24830 -0.01 0.03 -0.14 0.22
H 4.16199 -4.00885 -3.44406 0.12 -0.03 -0.09 0.22
H 4.05852 -2.32907 -5.19318 0.00 -0.11 -0.12 0.23
C -0.82628 -3.44604 0.78849 -0.04 0.05 0.16 -0.21
H 3.27558 -0.12459 -6.00862 0.05 0.02 -0.14 0.23
C 3.44440 -3.45518 -2.85981 -0.12 -0.21 0.31 -0.19
H -3.29301 0.19723 -0.64016 -0.04 0.07 -0.06 0.22
C -3.68834 0.95144 1.32546 0.31 -0.15 -0.06 -0.41
C -3.36988 1.17364 -0.15473 -0.51 -0.21 0.19 -0.22
C -2.17840 3.25636 0.16252 -0.07 0.42 0.16 -0.41
H -0.25864 -3.57881 4.10441 0.04 -0.02 0.16 0.22
H -3.17687 2.20343 -2.29250 0.03 0.09 0.12 0.20
C -0.04428 -1.80706 -0.97150 0.03 -0.68 0.05 -0.10
C 0.34196 1.96259 3.21768 0.64 0.46 -0.22 -0.25
Hf -0.21161 0.74521 0.31645 -0.65 0.39 -1.73 2.33
H -0.81109 -0.86168 -3.21997 -0.09 0.10 0.16 0.21
N -2.13427 1.93062 -0.48377 -0.35 0.32 -0.01 -0.54
H -1.36177 -4.85458 2.30394 -0.04 -0.12 0.04 0.23
O 0.45778 2.47002 0.86963 0.78 2.34 -0.15 -0.85
C 1.98884 -0.07851 -2.89690 -0.14 0.41 -0.02 -0.01
C -0.86364 -3.92373 2.08711 -0.14 0.00 -0.18 -0.23
C 2.66654 3.48119 3.52847 -0.11 -0.15 0.01 -0.12
C -1.32483 -0.31413 -2.41283 -0.11 0.01 -0.40 -0.21
C 1.92678 -3.29928 -1.02501 -0.09 0.41 0.04 -0.21
C 0.43260 -1.50732 1.50316 -0.42 -1.92 0.45 0.23
C 0.88798 2.21444 4.49464 0.04 -0.07 -0.17 -0.11
C -0.18497 -2.25219 0.47642 0.17 0.08 0.04 -0.02
C 0.97297 2.53765 2.06827 0.65 0.78 1.82 0.40
C 1.40139 -2.10177 -1.46309 0.00 -0.30 0.24 0.05
H -3.80001 1.90349 1.84934 -0.07 -0.05 0.00 0.21
H -1.84629 1.20052 -3.82921 0.05 0.03 0.03 0.24
H -2.99521 -0.10344 3.08126 0.17 -0.06 -0.18 0.21
H -4.23335 1.70345 -0.58929 0.23 -0.08 -0.04 0.21
C 2.96994 -2.22043 -3.34574 -0.25 0.30 0.27 0.04
H 0.38816 1.79900 5.35649 -0.08 -0.06 0.12 0.22
C 2.02850 2.95334 4.65491 0.03 0.07 0.08 -0.25
N -1.38934 0.78406 2.04777 -0.59 -0.08 1.61 -0.67
H -1.27236 -4.02954 -0.00601 -0.03 0.01 -0.09 0.22
Br 1.79990 1.29333 -1.48997 0.74 -0.19 -1.16 0.21
C -2.13597 2.15563 -1.95340 0.07 -0.07 -0.66 -0.23
H 3.56824 4.06140 3.64637 0.10 0.07 0.01 0.23
```
Positions in Å, forces in eV/Å.